*a*
14
Properties=species:S:1:pos:R:3:lowdin_charge:R:1 method="wB97M-V/def2-TZVPD" mol_weight_da=106.1 charge=0
C -1.82200 -0.22446 -0.00937 -0.19
C -0.52350 -0.78698 -0.01612 -0.19
C 0.60276 -0.25521 1.00253 -0.24
C 0.66161 -0.30664 -1.00733 -0.15
C 0.99184 1.17424 -0.68580 0.00
C 0.86333 1.19321 0.66000 -0.02
H -0.60900 -1.80193 -0.10382 0.10
H 0.59986 -0.53138 2.06326 0.14
H 1.63715 -1.96875 0.09724 0.13
H 0.71576 -0.81827 -1.93394 0.12
H 1.41218 1.98516 -1.22955 0.09
H 0.84028 2.12196 1.09161 0.08
N -2.83002 0.38991 -0.03602 0.15
N 1.50996 -0.92588 0.08628 -0.03

*b*
14
Properties=species:S:1:pos:R:3:lowdin_charge:R:1 method="wB97M-V/def2-TZVPD" mol_weight_da=106.1 charge=0 smiles="C=C1C=CC=NN=C1"
C 2.20814 -0.39793 -0.20049 0.06
C 0.90345 -0.11147 0.00360 -0.36
C 0.38366 1.07521 0.35890 -0.06
C -0.99965 1.31783 -0.05543 -0.01
C -2.18641 0.40166 -0.20488 -0.13
C 0.01847 -1.32799 0.07115 -0.09
H 2.78497 -1.34442 -0.21040 0.08
H 2.90548 0.24026 -0.49507 0.01
H 1.10217 1.90142 1.04380 0.20
H -1.07236 2.36496 -0.04843 0.05
H -3.32432 0.72335 -0.65868 0.17
H 0.65009 -2.23866 0.10036 0.11
N -2.19834 -0.87182 0.10652 -0.05
N -1.17535 -1.73239 0.18905 0.01

Relative energies in hartree: *a* 0.0000; *b* 0.0904

*a*
14
Properties=species:S:1:pos:R:3:lowdin_charge:R:1 method="wB97M-V/def2-TZVPD" mol_weight_da=106.1 charge=0 smiles="C=C(C)C(C#N)C#N"
C 1.23579 -0.69053 0.35909 -0.06
C 0.32342 0.50977 -0.03514 -0.32
C 0.61242 1.74241 0.29625 0.04
C -1.19358 -0.07754 -0.41908 -0.24
C -0.78623 -0.67609 -1.72046 -0.17
C -1.73456 -0.83323 0.76082 -0.14
H 1.30814 -1.47800 -0.31828 0.03
H 0.81356 -0.88894 1.45394 0.12
H 2.27039 -0.30543 0.74643 0.11
H 0.07966 2.66164 -0.04544 0.09
H 1.64086 1.75215 0.54467 0.05
H -1.95216 0.75620 -0.75161 0.18
N -0.08115 -1.29883 -2.52698 0.15
N -2.53656 -1.17359 1.65580 0.15

*b*
14
Properties=species:S:1:pos:R:3:lowdin_charge:R:1 method="wB97M-V/def2-TZVPD" mol_weight_da=106.1 charge=0
C -1.92093 -0.47798 0.06403 -0.23
C 0.04067 0.22715 1.45270 -0.44
C 0.28038 0.60445 -0.00025 0.00
C 1.19379 0.87076 -0.89910 0.00
C 2.14688 0.70694 -1.93849 -0.14
C 2.76632 0.44294 -2.98643 0.13
H -2.70720 0.21987 -0.53403 0.10
H -1.11214 -0.51085 -0.82075 0.07
H -2.43628 -1.85437 -0.06600 0.17
H -1.61723 -1.25315 2.36605 0.31
H 0.39881 0.37206 3.35468 0.01
H 3.40004 0.20437 -3.82703 0.04
N -1.26730 -0.23313 1.34852 -0.12
N 0.83420 0.68095 2.48610 0.10

*c*
14
Properties=species:S:1:pos:R:3:lowdin_charge:R:1 method="wB97M-V/def2-TZVPD" mol_weight_da=106.1 charge=0 smiles="C#CC1=CCN=CN1"
C -3.24739 0.20397 0.04643 0.15
C -2.06351 0.01016 -0.22498 -0.10
C -0.74172 -0.09430 0.08765 -0.37
C 0.05958 1.02399 -0.01259 -0.01
C 1.61237 1.11225 0.09898 -0.27
C 1.55649 -1.03915 -0.09995 -0.20
H -4.27082 -0.05949 -0.05087 0.03
H -0.38460 2.06943 -0.39419 0.14
H 2.04537 1.60005 1.07070 0.14
H 2.05368 1.94558 -0.48005 0.11
H 1.88336 -1.96508 -0.67320 0.14
H -0.54798 -2.03283 0.11158 0.16
N 2.20398 -0.06443 -0.12692 0.03
N 0.10546 -1.20116 0.27589 0.05

*d*
14
Properties=species:S:1:pos:R:3:lowdin_charge:R:1 method="wB97M-V/def2-TZVPD" mol_weight_da=106.1 charge=0 smiles="CCC=C(C#N)C#N"
C -2.65956 0.20739 -0.69962 -0.14
C -1.25349 -0.56813 1.05877 -0.30
C 1.38028 0.66033 -0.46832 -0.14
C -0.16891 0.59056 -0.77007 0.03
C 1.53046 -0.59404 0.57294 -0.09
C -1.27325 0.17313 -0.06550 -0.22
N -3.76086 0.44015 -0.99642 0.15
N -1.11676 -1.24818 1.93981 0.22
H 1.69535 1.49486 0.02220 0.07
H 1.93569 0.50199 -1.38454 0.09
H -0.27839 0.89059 -1.79872 0.11
H 0.53270 -0.27834 1.11145 0.03
H 1.10512 -1.55286 0.11666 0.10
H 2.33160 -0.71746 1.36137 0.09

Relative energies in hartree: *a* 0.0217; *b* 0.2362; *c* 0.0616; *d* 0.0000

*a*
9
Properties=species:S:1:pos:R:3:lowdin_charge:R:1 method="wB97M-V/def2-TZVPD" mol_weight_da=91.0 charge=-1
O -1.64813 -0.87609 -0.43912 -0.04
C -0.97434 -1.40855 0.42638 -0.55
O -0.14980 -0.84273 1.24224 -0.08
H -0.99813 -2.50307 0.62063 0.10
O 1.58710 0.38568 -1.08289 -0.02
C 0.83539 1.26603 -0.72749 -0.53
O 0.33268 1.43966 0.45989 -0.06
H 0.55588 2.06699 -1.43776 0.11
H 0.14864 0.34124 0.87658 0.05

*b*
9
Properties=species:S:1:pos:R:3:lowdin_charge:R:1 method="wB97M-V/def2-TZVPD" mol_weight_da=91.0 charge=-1
O -1.12841 2.35706 -0.90499 0.01
C -0.86971 1.17995 -0.91199 -0.46
O 0.23547 0.67872 -1.44777 0.01
H -1.59779 0.43621 -0.56653 0.12
H 0.52956 -0.14928 -0.90185 0.05
O -0.04132 -0.21806 1.60321 -0.09
C 0.70120 -1.12172 1.18957 -0.60
O 1.03523 -1.35294 -0.01038 -0.13
H 1.13576 -1.80993 1.95073 0.09

Relative energies in hartree: *a* 0.0054; *b* 0.0000

*a*
17
Properties=species:S:1:pos:R:3:lowdin_charge:R:1 method="wB97M-V/def2-TZVPD" mol_weight_da=123.1 charge=0
C -0.95336 0.71500 0.99642 -0.18
N 1.73169 0.50517 0.84995 -0.05
O 0.00285 -0.29692 0.87625 -0.25
O 1.62405 1.45745 -0.04282 -0.03
O 1.84261 1.09028 2.05115 0.04
H 1.21426 0.93392 -0.95101 0.07
H 1.57006 2.02486 1.93313 0.12
H -1.93732 0.25532 1.14203 0.09
H -0.99964 1.35959 0.10711 0.08
H -0.75443 1.33863 1.87954 0.08
C -1.03522 -1.66482 -1.28886 -0.03
C 0.22206 -0.88671 -1.08467 -0.31
O 0.40287 0.20002 -1.69407 -0.03
H 1.08246 -1.44070 -0.69896 0.13
H -1.88006 -0.99094 -1.42748 0.09
H -0.92131 -2.26435 -2.19815 0.09
H -1.21158 -2.33582 -0.44956 0.09

*b*
17
Properties=species:S:1:pos:R:3:lowdin_charge:R:1 method="wB97M-V/def2-TZVPD" mol_weight_da=123.1 charge=0
C 0.64144 0.99820 0.10028 -0.69
C -0.76260 -1.29726 -0.20269 -0.54
C 0.39617 -2.03065 -0.80162 0.03
N -0.15175 1.41288 1.03446 0.06
O 1.93930 0.62531 0.24453 0.10
O 0.27402 1.17157 -1.14109 0.01
O -1.55635 -0.58380 -0.83514 0.04
O -0.95164 -1.56258 1.09124 0.12
H 2.20323 0.64463 1.17435 0.12
H -0.91307 3.35747 -0.34680 0.04
H -0.77213 0.76022 -1.23007 0.19
H -1.69189 -1.02976 1.42314 0.14
H -0.86843 2.83338 0.38088 0.02
H 0.19458 1.32487 1.98350 0.07
H 0.02041 -2.92770 -1.29515 0.10
H 1.12059 -2.29601 -0.03136 0.09
H 0.87813 -1.40078 -1.54847 0.10

Relative energies in hartree: *a* 0.1415; *b* 0.0000

*a*
65
Properties=species:S:1:pos:R:3:lowdin_charge:R:1 method="wB97M-V/def2-TZVPD" mol_weight_da=474.6 charge=0 smiles="COc1ccc(NC(=O)c2ccc(NC(=O)CN(C)CC(=O)Nc3c(C)cccc3C)cc2)cc1"
C 8.67902 0.94666 -7.91814 -0.09
H 8.60934 2.02562 -7.74397 0.09
O 8.56821 0.22038 -6.71957 -0.09
C 7.41455 0.32219 -6.00062 -0.28
C 6.32056 1.10435 -6.35255 -0.03
C 5.19974 1.12687 -5.54191 -0.03
C 5.14298 0.37743 -4.37229 -0.22
C 6.24113 -0.40471 -4.01859 0.00
C 7.35708 -0.42813 -4.82505 0.01
H 8.21168 -1.03039 -4.56175 0.12
H 6.20795 -0.99118 -3.11636 0.10
N 3.97851 0.45347 -3.59932 0.13
C 3.64800 -0.24551 -2.47511 -0.42
O 4.34673 -1.09056 -1.95462 0.08
C 2.30290 0.10839 -1.93000 -0.14
C 1.77662 1.39692 -1.97652 -0.03
C 0.53606 1.66135 -1.43344 -0.02
C -0.20964 0.64332 -0.83959 -0.21
C 0.31868 -0.64359 -0.77661 0.01
C 1.56701 -0.89607 -1.30792 0.00
H 1.99327 -1.88585 -1.25227 0.12
H -0.24611 -1.43263 -0.30979 0.10
N -1.46874 0.97229 -0.33333 0.14
C -2.34984 0.20247 0.34905 -0.45
O -2.18715 -0.96312 0.65090 0.06
C -3.59284 0.99204 0.74355 -0.11
N -3.19303 2.11525 1.58023 -0.21
C -4.31033 2.99659 1.87020 -0.08
H -3.94227 3.84798 2.43918 0.09
H -4.72697 3.35604 0.92955 0.09
H -5.10396 2.51045 2.44880 0.09
C -2.51000 1.67097 2.79371 -0.09
C -3.36394 0.79602 3.72570 -0.46
O -4.12655 1.28407 4.53558 0.07
N -3.19179 -0.53450 3.55114 0.15
C -3.80494 -1.54075 4.33942 -0.14
C -3.62102 -1.55732 5.72411 -0.20
C -4.22926 -2.56598 6.46073 -0.05
C -4.97961 -3.54723 5.84362 -0.08
C -5.13173 -3.53358 4.46910 -0.05
C -4.55341 -2.53516 3.70082 -0.20
C -4.75768 -2.51051 2.21577 -0.03
H -5.36037 -1.64553 1.93529 0.08
H -5.28101 -3.40600 1.89081 0.08
H -3.81168 -2.44961 1.67938 0.06
H -5.71394 -4.30337 3.98355 0.11
H -5.44174 -4.32656 6.43112 0.10
H -4.09980 -2.58229 7.53306 0.11
C -2.77987 -0.53101 6.41420 -0.04
H -1.86022 -0.34679 5.85957 0.09
H -2.52900 -0.85738 7.42028 0.08
H -3.32241 0.41249 6.47594 0.08
H -2.70723 -0.86334 2.72391 0.11
H -2.22883 2.56684 3.35213 0.13
H -1.60047 1.13773 2.50371 0.12
H -4.06513 1.38883 -0.16088 0.13
H -4.30928 0.31643 1.23445 0.12
H -1.72377 1.94937 -0.40890 0.15
H 0.13784 2.66601 -1.46266 0.11
H 2.34459 2.21100 -2.40449 0.11
H 3.27282 1.07305 -3.97221 0.13
H 4.35533 1.73933 -5.82867 0.11
H 6.32398 1.69989 -7.25175 0.10
H 9.66486 0.71085 -8.31581 0.09
H 7.91612 0.64572 -8.64387 0.09

*b*
65
Properties=species:S:1:pos:R:3:lowdin_charge:R:1 method="wB97M-V/def2-TZVPD" mol_weight_da=474.6 charge=0 smiles="CCc1ccc(N(C(=O)CNC(=O)c2ccco2)[C@@H](C(=O)NC2CCCC2)c2ccncc2)cc1"
C 0.19879 -0.82813 5.51304 -0.09
H 0.48815 -0.96600 6.55206 0.07
H -0.14895 -1.77995 5.11878 0.08
H -0.62592 -0.12020 5.47241 0.07
C 1.38356 -0.31423 4.69228 -0.21
C 0.98432 -0.13338 3.25714 -0.25
C 1.10088 -1.17762 2.34815 -0.01
C 0.70116 -1.03461 1.03320 0.02
C 0.16717 0.17360 0.59938 -0.22
C 0.06144 1.23180 1.49857 -0.03
C 0.45447 1.07171 2.81330 -0.03
H 0.36483 1.90113 3.50003 0.12
H -0.32188 2.18444 1.16161 0.12
N -0.19282 0.36589 -0.75345 0.04
C -1.33971 0.96090 -1.17419 -0.41
O -1.51843 1.26261 -2.33956 0.08
C -2.46328 1.15283 -0.15008 -0.08
N -3.68128 0.63896 -0.73150 0.09
C -3.97441 -0.68326 -0.60649 -0.42
O -3.37688 -1.42583 0.15294 0.07
C -5.10189 -1.13318 -1.42983 -0.18
C -5.67107 -2.37749 -1.52799 0.01
C -6.70329 -2.26321 -2.48233 -0.05
C -6.68729 -0.96457 -2.89614 -0.10
O -5.72709 -0.27334 -2.27062 0.05
H -7.28901 -0.43309 -3.60728 0.12
H -7.36333 -3.03690 -2.81599 0.10
H -5.37551 -3.24758 -0.97983 0.12
H -4.05089 1.13444 -1.52951 0.14
H -2.27488 0.58757 0.76367 0.12
H -2.59774 2.21354 0.07518 0.13
C 0.69746 -0.14671 -1.79085 -0.13
C 0.32187 -1.52904 -2.27135 -0.15
C -0.73632 -2.25607 -1.74169 0.00
C -1.00624 -3.50953 -2.27081 -0.13
N -0.30740 -4.06200 -3.24570 0.05
C 0.70230 -3.36889 -3.74470 -0.14
C 1.05326 -2.10344 -3.30608 -0.01
H 1.88231 -1.57765 -3.75169 0.12
H 1.25293 -3.85259 -4.54089 0.10
H -1.82799 -4.09859 -1.88571 0.11
H -1.35319 -1.87711 -0.94160 0.09
H 0.59572 0.53570 -2.64911 0.17
C 2.16715 -0.07591 -1.32402 -0.44
O 2.93199 -1.01153 -1.37741 0.09
N 2.51337 1.15243 -0.89716 0.13
H 1.81807 1.87922 -0.84162 0.15
C 3.82073 1.46011 -0.35842 -0.30
C 4.31643 2.80567 -0.88754 -0.14
H 5.39520 2.86447 -0.74605 0.12
C 3.60603 3.84595 -0.01309 -0.18
H 2.68194 4.17478 -0.49043 0.10
H 4.22701 4.72866 0.12990 0.10
C 3.30238 3.13920 1.32294 -0.17
H 2.23494 3.16913 1.54056 0.09
H 3.81768 3.61979 2.15291 0.10
C 3.77055 1.68733 1.15583 -0.12
H 4.77370 1.56097 1.56186 0.12
H 3.10955 0.97666 1.64908 0.10
H 4.10223 2.93367 -1.94737 0.11
H 4.46512 0.62221 -0.63252 0.15
H 0.80855 -1.86052 0.34936 0.12
H 1.51489 -2.12099 2.67142 0.12
H 2.20504 -1.02985 4.75936 0.11
H 1.72349 0.63761 5.10562 0.11

Relative energies in hartree: *a* 0.0000; *b* 0.0090